No. 1
Computed, not measured: a structure of composition C13H5N8O11Rh, with ωB97M-V/def2-TZVPD.

Results
- DFT total energy (hartree) = -1874.312215
- E_LUMO (spin up / spin down) (Ha) = -0.1344 / -0.1391
- gap between HOMO and LUMO (spin up / spin down) (eV) = 6.19 / 6.02
- HOMO (spin up / spin down) (eV) = -9.85 / -9.81
- charge = 0
- spin multiplicity = 1

Last column: Mulliken charge in e.
Geometry (Å):
Rh -1.485 0.157 -0.521  0.50
O -3.039 -4.882 1.817  -0.52
C -2.637 -4.063 2.769  0.41
O -2.622 -4.354 3.937  -0.57
C -2.169 -2.707 2.345  0.57
C -1.689 -1.753 3.219  -0.26
N -1.378 -0.660 2.504  -0.27
N -1.632 -0.866 1.212  0.28
C -2.109 -2.093 1.087  -0.65
C -2.520 -2.472 -0.315  1.23
O -2.999 -3.569 -0.534  -0.73
O -2.325 -1.541 -1.197  -0.65
H -3.060 -4.463 0.919  0.46
H -1.573 -1.807 4.291  0.54
H -1.013 0.223 2.816  0.12
N -5.184 4.467 -2.994  -0.43
C -4.379 3.641 -3.079  0.41
N -3.492 2.678 -3.188  -0.52
C -2.752 1.950 -2.543  0.82
N -1.965 1.209 -2.040  -0.46
O 4.908 4.001 -0.440  -0.62
N 5.059 2.808 -0.613  1.07
O 6.124 2.249 -0.778  -0.61
C 3.853 1.966 -0.624  -0.74
C 2.650 2.534 -0.371  -0.35
C 1.511 1.727 -0.327  -0.01
C 1.540 0.303 -0.605  1.51
O 0.527 -0.437 -0.706  -0.56
C 2.872 -0.208 -0.849  -0.89
C 3.970 0.594 -0.862  -0.10
N 3.129 -1.651 -1.103  1.06
O 2.221 -2.438 -0.999  -0.58
O 4.277 -1.954 -1.385  -0.63
N 0.308 2.389 -0.008  1.05
O -0.650 1.703 0.474  -0.66
O 0.204 3.565 -0.078  -0.50
H 2.577 3.594 -0.173  0.63
H 4.938 0.158 -1.057  0.67

No. 2
Computed, not measured: the ion C6H16N2 with charge -1, with ωB97M-V/def2-TZVPD.

Results
- DFT total energy (hartree) = -347.632390
- E_LUMO (spin up / spin down) (Ha) = 0.1449 / 0.1411
- gap between HOMO and LUMO (spin up / spin down) (eV) = 2.48 / 8.68
- relative energy (zero: lowest compared OMol25 entry of this formula, charge and spin) (kJ/mol) = 68.5
- HOMO (spin up / spin down) (eV) = 1.46 / -4.84
- charge = -1
- spin multiplicity = 2

Last column: Mulliken charge in e.
Geometry (Å):
C -2.144 1.034 -0.086  -3.63
N -1.163 0.306 -0.957  0.52
C 0.221 0.442 -0.618  0.00
C 0.724 -0.688 0.323  -1.06
C 0.350 -0.520 1.819  0.08
C 0.294 -1.872 2.519  -1.73
C 1.169 0.443 -1.832  -1.11
N 1.055 1.592 -2.735  -0.74
H -1.568 1.802 0.422  0.32
H -2.783 0.443 0.566  0.38
H -2.835 1.519 -0.787  1.41
H -1.451 -0.590 -1.329  0.40
H 0.368 1.406 -0.122  0.28
H 0.321 -1.604 -0.125  0.22
H 1.812 -0.870 0.352  0.49
H -0.592 0.017 1.883  -0.09
H 1.159 0.083 2.246  0.34
H 0.274 -1.740 3.605  0.61
H 1.230 -2.400 2.319  0.35
H -0.531 -2.487 2.155  0.51
H 1.017 -0.476 -2.404  0.32
H 2.202 0.464 -1.474  0.44
H 0.341 1.328 -3.415  0.47
H 0.529 2.367 -2.324  0.23

No. 3
Computed, not measured: an isolated molecule of C13H19BrN4O, with ωB97M-V/def2-TZVPD.

Results
- SMILES = Brc1cnc(N2CCOCC2)nc1N1CCCCC1
- DFT total energy (hartree) = -3375.053390
- E_LUMO (Ha) = 0.0284
- gap between HOMO and LUMO (eV) = 8.66
- relative energy (zero: lowest compared OMol25 entry of this formula, charge and spin) (kJ/mol) = 40.3
- HOMO (eV) = -7.89
- charge = 0
- spin multiplicity = 1

Last column: Mulliken charge in e.
Geometry (Å):
Br 3.299 2.606 0.123  -0.21
C 1.506 1.983 -0.139  -0.26
C 0.515 2.939 -0.053  -0.47
N -0.774 2.662 -0.072  -0.58
C -1.078 1.358 -0.117  0.16
N -2.380 1.022 -0.073  0.20
C -2.807 -0.358 -0.120  -0.48
C -4.238 -0.411 -0.643  -0.60
O -5.146 0.292 0.182  -0.37
C -4.582 1.416 0.833  -0.53
C -3.417 2.021 0.056  -0.54
N -0.200 0.363 -0.217  -0.16
C 1.109 0.630 -0.273  0.83
N 1.914 -0.442 -0.422  0.18
C 3.245 -0.468 -0.979  -1.11
C 4.229 -1.037 0.042  -0.47
C 3.780 -2.440 0.445  -0.72
C 2.334 -2.404 0.935  -0.64
C 1.425 -1.770 -0.121  -0.59
H 0.770 3.986 0.049  0.42
H -2.134 -0.912 -0.778  0.47
H -2.758 -0.809 0.881  0.18
H -4.595 -1.443 -0.677  0.35
H -4.265 0.000 -1.663  0.30
H -4.234 1.124 1.835  0.27
H -5.389 2.145 0.944  0.35
H -3.759 2.350 -0.934  0.17
H -3.005 2.885 0.579  0.49
H 3.552 0.518 -1.317  0.54
H 3.224 -1.126 -1.860  0.34
H 5.230 -1.064 -0.391  0.38
H 4.255 -0.386 0.917  0.26
H 4.431 -2.834 1.226  0.35
H 3.852 -3.104 -0.420  0.31
H 1.982 -3.412 1.158  0.34
H 2.276 -1.812 1.851  0.30
H 0.402 -1.686 0.241  0.29
H 1.430 -2.379 -1.033  0.28

No. 4
Computed, not measured: a cluster of 2 separate species, C7H10NO3 in total, with ωB97M-V/def2-TZVPD.

Results
- DFT total energy (hartree) = -552.891171
- E_LUMO (Ha) = -0.1366
- gap between HOMO and LUMO (eV) = 9.29
- relative energy (zero: lowest compared OMol25 entry of this formula, charge and spin) (kJ/mol) = 17.8
- HOMO (eV) = -13.01
- charge = +1
- spin multiplicity = 1

Last column: Mulliken charge in e.
Geometry (Å):
C -0.853 1.328 2.608  -0.22
C 0.314 1.603 1.927  -0.74
C -1.801 0.437 2.110  -0.58
C 0.471 1.020 0.675  0.08
C -0.059 -0.425 -1.820  0.13
C -1.499 -0.255 0.902  0.60
C 2.019 -1.578 -1.714  -0.72
N -0.406 0.126 0.217  -0.14
O 0.742 0.640 -2.084  -0.43
O -2.354 -1.153 0.492  -0.46
O 0.603 -1.596 -1.645  -0.23
H -0.884 1.738 3.574  0.43
H 0.993 2.344 2.377  0.37
H -2.759 0.042 2.425  0.41
H 1.396 1.301 0.060  0.29
H 2.493 -1.445 -2.707  0.32
H 2.109 -2.658 -1.509  0.31
H 2.648 -1.166 -0.928  0.33
H -1.112 -0.379 -2.004  0.58
H 0.297 1.432 -2.477  0.35
H -2.357 -1.355 -0.477  0.30

No. 5
Computed, not measured: an isolated molecule of C5H10N3, with ωB97M-V/def2-TZVPD.

Results
- DFT total energy (hartree) = -360.634815
- E_LUMO (spin up / spin down) (Ha) = 0.0422 / 0.0383
- gap between HOMO and LUMO (spin up / spin down) (eV) = 4.78 / 8.70
- relative energy (zero: lowest compared OMol25 entry of this formula, charge and spin) (kJ/mol) = 161.9
- HOMO (spin up / spin down) (eV) = -3.63 / -7.66
- charge = 0
- spin multiplicity = 2

Last column: Mulliken charge in e.
Geometry (Å):
C 1.638 1.125 -1.226  -0.60
C 1.192 -0.418 -1.055  -0.63
C 0.131 -0.431 -0.004  0.12
C -1.286 -0.456 -0.104  -0.44
N -1.865 -0.709 1.065  -0.07
C -0.939 -0.710 2.033  -0.88
N 0.270 -0.678 1.419  -0.12
N 0.488 1.788 -1.728  -0.43
H 1.935 1.588 -0.247  0.23
H 2.594 1.146 -1.704  0.42
H 1.079 -0.867 -1.962  0.40
H 2.080 -0.896 -0.481  0.21
H -1.905 -0.354 -1.022  0.38
H -2.821 -0.826 1.337  0.19
H -1.123 -0.696 2.986  0.63
H 1.176 -0.865 1.871  0.21
H 0.540 2.035 -2.753  0.18
H -0.224 2.278 -1.185  0.21

No. 6
Computed, not measured: a cluster of 10 separate species, C17H45N19O13 in total, with ωB97M-V/def2-TZVPD.

Results
- SMILES = NOC(=O)OCOc1ccccc1.NC(N)=O.NC(N)=O.NC(N)=O.NC(N)=O.NC(N)=O.NC(N)=O.NC(N)=O.NC(N)=O.NC(N)=O
- DFT total energy (hartree) = -2693.147295
- E_LUMO (Ha) = -0.0022
- gap between HOMO and LUMO (eV) = 8.64
- relative energy (zero: lowest compared OMol25 entry of this formula, charge and spin) (kJ/mol) = 945.6
- HOMO (eV) = -8.70
- charge = 0
- spin multiplicity = 1

Last column: Mulliken charge in e.
Geometry (Å):
N -0.971 6.410 1.018  -0.44
O 0.020 5.998 0.211  -0.14
C -0.449 5.101 -0.855  0.52
O -1.382 5.402 -1.784  -0.52
O 0.170 3.742 -1.013  -0.23
C -0.358 2.825 0.037  -0.13
O 0.728 2.018 0.678  -0.38
C 0.530 2.313 2.135  0.16
C -0.805 1.680 2.907  -0.01
C -1.141 1.983 4.491  -0.47
C -0.101 2.946 5.317  -0.37
C 1.251 3.547 4.571  -0.41
C 1.620 3.254 2.966  -0.36
H -1.897 6.464 0.541  0.25
H -1.008 5.891 1.923  0.29
H -0.889 3.542 0.830  0.28
H -1.115 2.026 -0.403  0.27
H -1.513 1.016 2.223  0.40
H -2.126 1.505 4.942  0.30
H -0.326 3.213 6.443  0.29
H 1.977 4.221 5.198  0.30
H 2.604 3.702 2.477  0.32
N -5.713 1.661 2.519  -0.42
C -4.430 1.695 2.118  0.52
N -4.248 2.153 0.866  -0.21
O -3.505 1.340 2.831  -0.62
H -6.488 1.950 1.946  0.20
H -5.894 1.323 3.455  0.21
H -3.297 2.195 0.524  0.03
H -4.997 2.451 0.263  0.18
N -1.550 3.862 -5.218  -0.26
C -1.869 4.581 -6.309  0.62
N -1.817 5.914 -6.136  -0.34
O -2.181 4.065 -7.371  -0.67
H -1.290 4.269 -4.335  0.17
H -1.576 2.855 -5.306  0.13
H -2.050 6.492 -6.933  0.21
H -1.562 6.357 -5.269  0.16
N 3.404 0.183 -2.165  -0.36
C 2.749 -0.775 -1.485  0.31
N 1.811 -0.316 -0.636  -0.03
O 2.986 -1.964 -1.626  -0.66
H 3.222 1.168 -2.062  0.15
H 4.118 -0.119 -2.815  0.23
H 1.295 -1.005 -0.104  0.19
H 1.601 0.659 -0.506  0.16
N 0.021 -1.817 -2.602  -0.17
C -1.087 -1.302 -3.165  0.54
N -2.047 -2.204 -3.437  -0.36
O -1.211 -0.112 -3.409  -0.72
H 0.141 -2.794 -2.393  0.28
H 0.768 -1.172 -2.380  0.25
H -2.897 -1.858 -3.862  0.23
H -1.963 -3.188 -3.244  0.14
N 2.067 -6.407 -1.509  -0.29
C 0.959 -5.892 -2.072  0.68
N -0.001 -6.794 -2.345  -0.37
O 0.835 -4.702 -2.316  -0.73
H 2.187 -7.384 -1.301  0.26
H 2.814 -5.762 -1.288  0.18
H -0.851 -6.448 -2.770  0.18
H 0.083 -7.778 -2.151  0.19
N 5.970 1.970 -0.562  -0.34
C 6.153 1.882 0.768  0.62
N 5.501 0.864 1.356  -0.35
O 6.855 2.664 1.390  -0.67
H 5.396 1.336 -1.092  0.22
H 6.444 2.723 -1.044  0.19
H 5.612 0.762 2.357  0.19
H 4.918 0.210 0.861  0.17
N -0.638 -10.439 1.489  -0.40
C -0.174 -9.741 0.437  0.69
N -0.122 -8.411 0.628  -0.35
O 0.171 -10.272 -0.607  -0.66
H -0.927 -10.020 2.357  0.16
H -0.693 -11.444 1.387  0.24
H 0.221 -7.848 -0.140  0.02
H -0.402 -7.955 1.480  0.16
N -5.241 4.990 2.340  -0.37
C -4.777 5.688 1.287  0.68
N -4.725 7.019 1.479  -0.40
O -4.432 5.157 0.244  -0.61
H -5.530 5.409 3.207  0.15
H -5.296 3.985 2.238  0.24
H -4.382 7.581 0.711  0.26
H -5.005 7.474 2.331  0.15
N 4.155 -6.907 2.422  -0.44
C 3.836 -6.188 1.331  0.69
N 3.888 -4.855 1.504  -0.32
O 3.524 -6.704 0.269  -0.67
H 4.415 -6.500 3.305  0.15
H 4.129 -7.914 2.334  0.23
H 3.655 -4.278 0.707  0.15
H 4.143 -4.412 2.371  0.17

No. 7
Computed, not measured: a cluster of 2 separate species, C17H20N2O4S in total, with ωB97M-V/def2-TZVPD.

Results
- DFT total energy (hartree) = -1467.889985
- E_LUMO (Ha) = -0.0201
- gap between HOMO and LUMO (eV) = 8.08
- relative energy (zero: lowest compared OMol25 entry of this formula, charge and spin) (kJ/mol) = 1732.0
- HOMO (eV) = -8.62
- charge = 0
- spin multiplicity = 1

Last column: Mulliken charge in e.
Geometry (Å):
C -3.845 -0.356 2.805  -1.10
H -4.760 -0.884 2.469  0.32
C -2.941 -1.231 3.395  -0.09
C -1.690 -0.381 4.070  -1.61
C -0.870 0.744 3.129  -0.65
N -0.176 -0.188 2.002  0.07
C -0.448 -0.080 0.764  0.23
O -1.559 0.877 0.286  -0.97
C -0.008 -0.855 -0.335  0.82
C -0.033 -0.995 -1.569  0.68
C 0.923 -2.127 -2.029  0.57
N 1.521 -2.361 -0.963  -0.56
O 1.029 -1.525 0.279  -0.38
C 1.478 -2.442 -3.235  -2.09
H 1.838 -3.274 -3.298  0.86
H 0.914 -2.250 -4.005  0.61
S 3.132 -1.249 -3.460  -0.15
C 2.533 0.178 -2.813  0.64
C 2.652 0.479 -1.516  -0.61
C 2.309 1.467 -0.874  0.65
C 1.327 2.456 -1.627  -0.47
C 1.092 1.930 -2.945  -0.16
C 1.505 0.898 -3.548  -0.86
H 1.360 0.611 -4.537  0.58
H 0.059 2.813 -3.548  0.05
H 0.831 3.222 -0.992  0.33
C 2.745 2.018 0.627  -1.40
H 2.911 0.937 0.987  0.30
H 3.514 2.621 0.558  0.51
H 1.812 2.216 1.175  0.26
H 3.415 -0.182 -1.087  0.31
C -0.991 -0.326 -2.694  0.33
O -1.005 -0.891 -3.745  -0.60
O -1.674 0.632 -2.207  -0.51
H -1.644 0.787 -1.258  0.52
H 0.246 -1.092 2.173  0.33
H -1.658 1.392 2.617  0.38
H 0.034 0.800 3.751  0.41
H -0.979 -1.177 4.446  0.35
H -2.061 0.021 4.710  1.10
H -2.262 -1.875 2.672  0.06
H -3.072 -2.109 3.982  0.45
H -4.163 0.369 3.445  0.43
H -3.344 0.383 1.943  0.05

no.,molecular weight (g/mol)
1,552.13
2,116.21
3,327.23
4,156.16
5,112.16
6,723.67
7,348.42